Arrangement a

C24H25N3O2S | wB97M-V/def2-TZVPD

The geometry in XYZ format:
```
55
Properties=species:S:1:pos:R:3:mulliken_charge:R:1
C -4.9985 -2.2916 -0.4818 -2.04
C -3.8551 -1.3563 -0.0779 1.55
C -3.2621 -1.8331 1.2593 -1.23
C -2.7619 -1.3827 -1.1588 -1.39
C -1.7998 -0.2722 -0.9099 -0.44
C -2.1755 0.8622 -0.2690 0.82
S -0.8710 2.0043 -0.0975 -0.14
C 0.1904 0.9258 -0.9113 0.14
N 1.5247 1.2338 -1.0868 -0.03
C 2.0881 2.3162 -0.4770 0.78
O 1.4113 3.1729 0.0481 -0.61
C 3.6128 2.2772 -0.4452 -0.74
O 4.0404 1.3654 0.5507 -0.49
C 3.7315 0.0333 0.3058 0.22
C 4.4657 -0.6990 -0.5926 -0.27
C 4.1457 -2.0412 -0.8440 -0.72
C 3.0851 -2.6296 -0.2159 -0.69
C 2.3041 -1.9050 0.7084 0.95
C 1.1853 -2.4752 1.3504 -0.96
C 0.4311 -1.7442 2.2247 -0.42
C 0.7629 -0.4097 2.5052 -0.59
C 1.8472 0.1718 1.9105 -0.76
C 2.6353 -0.5547 0.9938 0.64
C -0.4224 -0.2519 -1.2838 0.02
C 0.2583 -1.2911 -1.9252 -0.17
N 0.8438 -2.1332 -2.4436 -0.65
C -3.5584 1.1439 0.2254 1.22
C -4.1420 2.3198 -0.5794 -1.80
C -3.5140 1.5381 1.7132 -1.66
N -4.4085 -0.0122 -0.0410 -0.36
H -4.6193 -3.2902 -0.6811 0.37
H -5.4860 -1.9140 -1.3765 0.47
H -5.7378 -2.3545 0.3137 0.45
H -3.0031 -2.8875 1.1963 0.48
H -2.3614 -1.2737 1.4994 -0.18
H -3.9861 -1.7047 2.0622 0.40
H -3.2269 -1.2456 -2.1390 0.43
H -2.2442 -2.3433 -1.1607 0.53
H 2.1019 0.5164 -1.5085 0.36
H 3.9954 3.2516 -0.1375 0.36
H 4.0123 2.0094 -1.4336 0.34
H 5.2960 -0.2354 -1.1057 0.48
H 4.7411 -2.5978 -1.5511 0.40
H 2.8211 -3.6542 -0.4273 0.39
H 0.9348 -3.5029 1.1317 0.39
H -0.4217 -2.1926 2.7130 0.46
H 0.1574 0.1563 3.1977 0.42
H 2.1153 1.1949 2.1284 0.47
H -4.1773 2.0581 -1.6332 0.38
H -3.5289 3.2077 -0.4514 0.39
H -5.1531 2.5324 -0.2421 0.42
H -3.0867 0.7418 2.3166 0.30
H -4.5202 1.7471 2.0717 0.45
H -2.9070 2.4313 1.8409 0.44
H -5.2270 0.0198 0.5548 0.41
```

- SMILES = CC1(C)Cc2c(sc(NC(=O)COc3cccc4ccccc34)c2C#N)C(C)(C)N1
- Kohn-Sham gap (eV) = 8.55

Arrangement b

C24H25N3O2S | wB97M-V/def2-TZVPD

The geometry in XYZ format:
```
55
Properties=species:S:1:pos:R:3:mulliken_charge:R:1
C -5.8977 -1.9902 1.5253 -1.52
C -5.2942 -0.8782 0.7218 0.82
C -5.9671 0.3317 0.5879 -0.51
C -5.4232 1.3592 -0.1611 -0.87
C -4.2023 1.1941 -0.7894 -0.55
C -3.5108 -0.0076 -0.6657 -0.12
C -2.1975 -0.1741 -1.3075 0.48
C -1.9754 0.2633 -2.6109 -0.34
C -0.7220 0.1367 -3.1799 -1.02
C 0.3357 -0.3971 -2.4653 -0.78
C 0.1270 -0.8263 -1.1588 -0.14
N 1.1531 -1.3022 -0.3367 0.03
C 2.4847 -1.4140 -0.6130 0.13
O 2.9565 -1.3544 -1.7236 -0.65
C 3.3099 -1.6180 0.6597 0.57
C 4.7749 -1.9428 0.3482 -1.33
C 5.5001 -0.7409 -0.2576 -0.47
C 5.3108 0.5031 0.6081 -1.08
N 3.8953 0.7488 0.8112 0.08
C 3.2899 1.6863 0.0435 0.58
O 3.9298 2.4305 -0.6837 -0.72
C 1.8145 1.8658 0.1174 0.22
C 1.1689 2.5647 -0.8633 -0.35
S -0.4945 2.7347 -0.5088 -0.18
C -0.2172 1.8395 0.9750 0.81
C -1.3167 1.5974 1.9373 -1.04
N 0.9998 1.4643 1.1370 -0.58
C 3.2442 -0.3300 1.5075 -1.48
C -1.1424 -0.7314 -0.5978 -0.24
C -4.0676 -1.0322 0.0950 -0.24
H -6.1549 -1.6427 2.5249 0.35
H -6.8133 -2.3423 1.0510 0.33
H -5.2107 -2.8283 1.6117 0.35
H -6.9228 0.4647 1.0742 0.42
H -5.9529 2.2959 -0.2549 0.41
H -3.7683 2.0030 -1.3582 0.44
H -2.7904 0.6875 -3.1773 0.56
H -0.5574 0.4704 -4.1935 0.38
H 1.3156 -0.4722 -2.9045 0.57
H 0.8727 -1.4400 0.6247 0.26
H 2.8666 -2.4424 1.2302 0.54
H 4.8197 -2.7814 -0.3484 0.39
H 5.2691 -2.2417 1.2766 0.46
H 6.5637 -0.9613 -0.3564 0.42
H 5.0955 -0.5431 -1.2498 0.27
H 5.7374 1.3800 0.1201 0.47
H 5.7782 0.3680 1.5896 0.38
H 1.6022 2.9788 -1.7500 0.57
H -1.5849 2.5300 2.4336 0.34
H -2.2017 1.2253 1.4240 0.21
H -0.9957 0.8831 2.6912 0.31
H 2.2199 -0.0416 1.7423 0.64
H 3.7838 -0.4981 2.4470 0.50
H -1.2974 -1.0599 0.4213 0.47
H -3.5403 -1.9723 0.1787 0.46
```

- SMILES = Cc1cccc(-c2cccc(NC(=O)[C@H]3CCCN(C(=O)c4csc(C)n4)C3)c2)c1
- Kohn-Sham gap (eV) = 8.96

Of the structures shown above, arrangement b is the most stable.